one.
Entry from the OMol25 dataset: CH9N4 as an isolated structure (wB97M-V/def2-TZVPD).

**Net charge**: +1
**LUMO**: -0.12328 Eh
**Frontier orbital gap**: 10.11 eV
**E_HOMO**: -13.463 eV

Last column: Mulliken charge in e.
Positions of all 14 atoms, in Å:
C: 0.440 -1.287 0.251  -0.4114
N: -0.478 -1.558 -0.662  -0.4033
N: -0.107 1.123 1.419  -0.4636
N: 0.675 0.678 0.319  -0.3099
N: -0.045 1.186 -0.934  -0.2097
H: 0.163 -1.257 1.258  0.4154
H: 1.392 -1.501 -0.092  0.2999
H: -0.150 -1.901 -1.589  0.2942
H: -1.481 -1.427 -0.401  0.2595
H: 0.472 1.815 1.931  0.2763
H: -0.361 0.256 1.992  0.2507
H: -0.941 1.596 -0.594  0.3943
H: 0.492 1.894 -1.297  0.3131
H: -0.070 0.383 -1.602  0.2945

---

two.
Entry from the OMol25 dataset: a 2-piece molecular cluster, CH9N4 overall (wB97M-V/def2-TZVPD).

**Net charge**: +1
**LUMO**: -0.11642 Eh
**Frontier orbital gap**: 10.59 eV
**E_HOMO**: -13.757 eV

Last column: Mulliken charge in e.
Positions of all 14 atoms, in Å:
C: 1.167 -0.729 -0.154  -0.4740
N: 1.205 0.796 0.000  -0.3087
N: -1.417 0.782 0.099  -0.4551
N: -0.099 -1.133 0.304  -0.2074
N: -1.099 -0.470 -0.373  -0.4149
H: 1.119 -0.938 -1.316  0.2999
H: 1.924 -1.211 0.365  0.3955
H: 1.484 1.173 0.899  0.3102
H: 0.161 1.049 -0.279  0.4395
H: -1.749 0.874 0.970  0.1911
H: -2.100 1.246 -0.525  0.2515
H: 0.001 -1.254 1.348  0.2710
H: -2.171 -1.400 -0.524  0.3257
H: 1.575 1.214 -0.814  0.3757

---

It is one that is most stable; the runner-up trails by 1.016 eV.

---

one.
Entry from the OMol25 dataset: C5H8NO2 as an isolated structure (wB97M-V/def2-TZVPD).

**Net charge**: -1
**LUMO**: 0.11424 Eh
**Frontier orbital gap**: 3.91 eV
**E_HOMO**: -0.805 eV

Last column: Mulliken charge in e.
Positions of all 16 atoms, in Å:
O: 2.664 -1.735 0.782  -0.5745
C: 2.117 -0.731 0.166  0.4111
O: 2.404 0.639 -0.033  -0.4359
C: 0.683 -0.832 -0.539  -0.6260
C: -0.217 -0.201 0.523  -0.8257
C: -1.658 -0.047 0.109  -0.7206
C: -1.955 2.084 -0.896  -0.4432
N: -1.649 0.803 -1.039  -0.3599
H: 0.452 -1.870 -0.650  0.3409
H: 0.459 -0.287 -1.438  0.5187
H: -0.087 -0.830 1.421  0.3051
H: 0.179 0.794 0.625  0.3881
H: -2.068 -1.059 -0.145  0.2623
H: -2.320 0.406 0.782  0.4768
H: -0.997 2.709 -0.643  -0.0564
H: 1.993 0.158 0.975  0.3390

---

two.
Entry from the OMol25 dataset: an isolated ion of composition C5H8NO2 and charge -1 (wB97M-V/def2-TZVPD).

**Net charge**: -1
**LUMO**: 0.14533 Eh
**Frontier orbital gap**: 7.89 eV
**E_HOMO**: -3.938 eV

Last column: Mulliken charge in e.
Positions of all 16 atoms, in Å:
C: -1.682 -1.434 -0.748  -0.8143
C: -0.754 -1.522 0.250  -0.1470
C: -0.222 -0.273 0.907  -0.7418
C: 0.469 0.665 -0.086  0.3425
N: 0.387 2.040 0.474  -0.7773
C: 1.929 0.230 -0.371  0.4042
O: 2.844 0.987 -0.001  -0.7367
O: 2.022 -0.860 -0.973  -0.7256
H: -2.613 -0.906 -0.542  0.2861
H: -1.485 -1.804 -1.750  0.2791
H: -0.399 -2.484 0.615  0.3215
H: -1.099 0.269 1.308  0.3138
H: 0.427 -0.508 1.751  0.2331
H: -0.058 0.658 -1.044  0.2493
H: -0.600 2.292 0.413  0.2498
H: 0.835 2.650 -0.204  0.2632

---

It is two that is most stable; the runner-up trails by 6.669 eV.

---

one.
Entry from the OMol25 dataset: an isolated molecule of C18H28N2O5S (wB97M-V/def2-TZVPD).

**LUMO**: 0.01046 Eh
**Frontier orbital gap**: 8.00 eV
**E_HOMO**: -7.713 eV

Last column: Mulliken charge in e.
Positions of all 54 atoms, in Å:
C: 4.430 5.229 -0.525  -1.4083
C: 3.485 4.172 0.029  -0.1140
O: 4.040 2.910 -0.297  -0.4418
C: 3.369 1.747 -0.067  0.3943
C: 3.966 0.627 -0.639  -0.5968
C: 3.432 -0.638 -0.496  -0.9507
C: 2.271 -0.812 0.236  -0.1011
C: 1.629 -2.163 0.394  -1.4134
N: 0.454 -2.257 -0.453  0.5553
C: 0.196 -3.316 -1.232  0.1737
O: 0.929 -4.282 -1.324  -0.7283
C: -1.126 -3.265 -2.014  0.4609
C: -1.476 -1.883 -2.598  -1.0881
C: -2.559 -1.177 -1.768  -0.8007
N: -2.357 -1.465 -0.372  0.1485
S: -2.313 -0.270 0.756  1.3504
O: -1.542 -0.748 1.866  -0.6916
O: -1.868 0.923 0.094  -0.7523
C: -4.026 -0.011 1.314  -0.5390
C: -4.008 1.113 2.325  -1.2407
C: -2.557 -2.836 0.043  -0.8342
C: -2.259 -3.787 -1.120  -1.2710
C: 1.661 0.296 0.812  -0.3709
C: 2.188 1.574 0.682  1.5406
O: 1.619 2.677 1.267  -0.4848
C: 0.392 2.523 1.943  -0.6733
H: 4.518 5.123 -1.603  0.3291
H: 5.416 5.111 -0.085  0.3231
H: 4.051 6.220 -0.293  0.4107
H: 2.491 4.277 -0.421  0.3260
H: 3.390 4.279 1.115  0.2627
H: 4.871 0.787 -1.203  0.4262
H: 3.919 -1.485 -0.954  0.3869
H: 1.329 -2.315 1.439  0.2848
H: 2.304 -2.966 0.092  0.5436
H: -0.223 -1.515 -0.355  -0.3992
H: -0.993 -3.981 -2.831  0.5304
H: -0.579 -1.264 -2.632  0.3977
H: -1.840 -1.993 -3.620  0.3421
H: -3.561 -1.502 -2.082  0.4033
H: -2.489 -0.095 -1.882  0.4743
H: -4.357 -0.950 1.747  0.3812
H: -4.605 0.233 0.429  0.3417
H: -3.613 2.013 1.861  0.3211
H: -5.007 1.316 2.706  0.4160
H: -3.359 0.842 3.155  0.3314
H: -3.591 -2.993 0.388  0.4815
H: -1.886 -3.015 0.886  0.4702
H: -3.155 -3.909 -1.733  0.4084
H: -1.988 -4.766 -0.724  0.4906
H: 0.754 0.144 1.376  0.3717
H: -0.384 2.124 1.284  0.1622
H: 0.119 3.526 2.268  0.3244
H: 0.495 1.874 2.818  0.3351

---

two.
Entry from the OMol25 dataset: an isolated molecule of C18H28N2O5S (wB97M-V/def2-TZVPD).

**LUMO**: 0.01885 Eh
**Frontier orbital gap**: 9.68 eV
**E_HOMO**: -9.165 eV

Last column: Mulliken charge in e.
Positions of all 54 atoms, in Å:
C: 0.559 2.305 -2.700  -1.6120
C: 0.224 1.640 -1.402  0.7648
C: -0.778 0.691 -1.303  -0.4702
C: -1.044 0.075 -0.095  0.1536
S: -2.241 -1.252 -0.011  1.2976
O: -1.697 -2.294 0.810  -0.7007
O: -2.675 -1.561 -1.340  -0.7251
N: -3.539 -0.630 0.813  -0.1863
C: -4.231 0.475 0.193  -0.9572
C: -5.673 0.591 0.702  0.6880
C: -6.345 1.817 0.090  -1.5785
C: -6.448 -0.680 0.372  -1.4110
C: -0.355 0.424 1.046  -1.0833
C: 0.652 1.373 0.974  -0.9534
C: 0.966 1.957 -0.249  1.0778
O: 1.998 2.830 -0.439  -0.5575
C: 2.913 3.016 0.621  -0.5851
C: 3.610 1.709 1.036  0.5443
O: 3.828 1.432 2.195  -0.6490
N: 3.945 0.936 -0.012  -0.0207
C: 4.491 -0.393 0.124  -1.0050
C: 3.682 -1.417 -0.690  0.1342
C: 2.196 -1.447 -0.290  0.2420
C: 1.880 -2.940 -0.232  -0.5171
C: 3.231 -3.501 0.204  -0.6392
O: 4.196 -2.722 -0.485  -0.4771
H: 0.515 3.387 -2.589  0.3505
H: 1.574 2.052 -3.003  0.2798
H: -0.130 1.993 -3.479  0.4174
H: -1.345 0.389 -2.170  0.4784
H: -3.355 -0.525 1.798  0.3008
H: -3.698 1.426 0.351  0.3123
H: -4.232 0.250 -0.876  0.4671
H: -5.639 0.711 1.791  0.2504
H: -5.805 2.726 0.349  0.3921
H: -7.365 1.908 0.455  0.4176
H: -6.373 1.730 -0.993  0.3512
H: -5.922 -1.548 0.758  0.3681
H: -6.544 -0.791 -0.706  0.3171
H: -7.444 -0.645 0.808  0.4177
H: -0.579 -0.073 1.976  0.4822
H: 1.201 1.620 1.867  0.4069
H: 3.659 3.717 0.238  0.3777
H: 2.436 3.462 1.502  0.3441
H: 3.717 1.253 -0.942  0.2489
H: 4.463 -0.649 1.186  0.4266
H: 5.534 -0.414 -0.210  0.2637
H: 3.801 -1.188 -1.760  0.2851
H: 1.565 -0.912 -0.996  0.0178
H: 2.071 -1.000 0.696  0.0127
H: 1.069 -3.170 0.454  0.2910
H: 1.623 -3.313 -1.223  0.3046
H: 3.392 -4.542 -0.075  0.3776
H: 3.365 -3.394 1.290  0.2665

---

It is two that is most stable; the runner-up trails by 0.474 eV.

---

one.
Entry from the OMol25 dataset: a 2-piece molecular cluster, C4H15N2O overall (wB97M-V/def2-TZVPD).

**Net charge**: +1
**LUMO**: -0.09396 Eh
**Frontier orbital gap**: 11.46 eV
**E_HOMO**: -14.014 eV

Last column: Mulliken charge in e.
Positions of all 22 atoms, in Å:
N: -0.113 -0.950 -1.993  -0.5726
C: 0.595 -1.300 -0.757  -0.0973
C: -0.336 -0.971 0.409  -0.6898
N: -0.976 0.372 0.203  -0.0067
C: -0.040 1.428 0.635  -0.7894
C: -2.357 0.401 0.791  -0.9260
H: -0.882 -1.594 -2.145  0.1936
H: 0.482 -1.013 -2.789  0.2346
H: -1.091 0.454 -0.820  0.4510
H: 1.465 -0.649 -0.666  0.0547
H: 0.933 -2.334 -0.674  0.3825
H: 0.197 -0.956 1.357  0.3228
H: -1.134 -1.710 0.491  0.3713
H: 0.971 1.183 0.323  0.2560
H: -0.025 1.391 1.729  0.3716
H: -0.337 2.432 0.349  0.3523
H: -2.370 0.075 1.824  0.3651
H: -2.938 -0.267 0.162  0.3847
H: -2.737 1.417 0.710  0.3700
H: 3.639 0.880 -0.491  0.3142
H: 3.815 1.081 0.996  0.3048
O: 3.240 0.630 0.356  -0.6473

---

two.
Entry from the OMol25 dataset: a 2-piece molecular cluster, C4H15N2O overall (wB97M-V/def2-TZVPD).

**Net charge**: +1
**LUMO**: -0.11867 Eh
**Frontier orbital gap**: 9.23 eV
**E_HOMO**: -12.463 eV

Last column: Mulliken charge in e.
Positions of all 22 atoms, in Å:
N: -1.295 0.144 -1.008  -0.2960
C: -0.102 -0.628 -0.454  0.4254
C: -0.424 -2.114 -0.706  -1.4244
C: 0.071 -0.331 1.006  -0.9449
N: 1.366 -0.821 1.428  -0.3256
C: 2.300 0.344 1.606  -1.0326
H: -1.210 1.183 -1.089  0.3117
H: -1.571 -0.093 -1.956  0.3698
H: -2.124 0.079 -0.418  0.3876
H: 0.770 -0.282 -1.017  0.1991
H: -1.369 -2.291 -0.184  0.4135
H: 0.244 -2.698 -0.073  0.3921
H: -0.447 -2.449 -1.739  0.3995
H: -0.064 0.726 1.246  0.4936
H: -0.720 -0.784 1.622  0.3929
H: 1.571 -1.375 2.242  0.2742
H: 3.290 -0.067 1.782  0.3310
H: 2.257 1.083 0.807  0.3095
H: 1.997 0.910 2.502  0.3665
H: -1.400 2.987 -2.644  0.3172
H: -1.802 3.599 -1.250  0.3252
O: -1.340 2.878 -1.701  -0.6853

---

It is one that is most stable; the runner-up trails by 0.521 eV.

---

one.
Entry from the OMol25 dataset: a 2-piece molecular cluster, C4H15N2O overall (wB97M-V/def2-TZVPD).

**Net charge**: +1
**LUMO**: -0.10007 Eh
**Frontier orbital gap**: 11.32 eV
**E_HOMO**: -14.041 eV

Last column: Mulliken charge in e.
Positions of all 22 atoms, in Å:
C: 0.987 -2.018 -0.206  -0.6023
N: 0.314 -2.765 -1.230  -0.4992
C: -0.010 -1.013 0.459  -0.6760
N: -0.818 -0.283 -0.557  -0.1546
C: -0.030 0.785 -1.266  -0.4055
C: 0.182 2.009 -0.403  -0.9631
H: 1.435 -2.459 0.688  0.3436
H: 1.760 -1.402 -0.662  0.3857
H: 0.132 -3.737 -0.999  0.2247
H: 0.909 -2.788 -2.054  0.2398
H: -0.658 -1.476 1.244  0.4374
H: 0.530 -0.342 1.152  0.2912
H: -1.144 -0.961 -1.264  0.4175
H: -1.656 0.140 -0.152  0.3703
H: -0.523 1.059 -2.200  0.4326
H: 0.891 0.234 -1.569  0.2309
H: -0.293 2.862 -0.886  0.3399
H: -0.330 1.991 0.556  0.2827
H: 1.239 2.244 -0.222  0.3092
H: -1.671 2.930 3.210  0.3219
H: -0.232 2.750 3.311  0.3268
O: -1.012 2.239 3.048  -0.6536

---

two.
Entry from the OMol25 dataset: a 2-piece molecular cluster, C4H15N2O overall (wB97M-V/def2-TZVPD).

**Net charge**: +1
**LUMO**: -0.10282 Eh
**Frontier orbital gap**: 10.65 eV
**E_HOMO**: -13.447 eV

Last column: Mulliken charge in e.
Positions of all 22 atoms, in Å:
C: -0.246 1.759 1.079  -0.4173
N: 0.671 1.744 -0.096  -0.4299
C: 2.059 1.276 -0.240  -0.8754
C: -1.000 0.390 1.057  -0.4501
N: -0.661 -0.420 -0.205  0.0312
C: -1.789 -0.924 -1.011  -0.9589
H: -1.111 2.538 1.033  0.3030
H: 0.326 1.846 2.041  0.3282
H: 0.504 2.518 -0.683  0.1964
H: 2.071 0.908 -1.239  0.3501
H: 2.312 0.360 0.370  0.2772
H: 2.979 1.966 0.003  0.2891
H: -2.154 0.526 0.796  0.3334
H: -0.640 -0.116 2.054  0.2383
H: -0.158 0.398 -0.693  0.4806
H: -0.154 -1.319 0.000  0.2199
H: -2.311 -0.080 -1.411  0.4405
H: -2.597 -1.474 -0.415  0.3922
H: -1.446 -1.759 -1.782  0.2733
H: 1.690 -3.117 -0.802  0.3041
H: 0.608 -3.909 0.278  0.3244
O: 1.046 -3.111 -0.134  -0.6502

---

It is one that is most stable; the runner-up trails by 1.950 eV.